The following is a DFT calculation (ωB97M-V/def2-TZVPD) of a structure of composition C19H37ClGdSi4 at a distorted geometry.

The geometry in XYZ format:
```
62
Properties=species:S:1:pos:R:3:mulliken_spin:R:1
C 1.29589 0.30255 -3.03981 -0.14
C 0.36458 -0.15080 -4.00182 0.09
C 0.05049 -1.49542 -3.69362 -0.14
H -0.02939 0.42195 -4.82473 0.05
C 0.75752 -1.85521 -2.52489 -0.09
C 1.53392 -0.74330 -2.13087 0.02
H 2.14764 -0.68250 -1.24783 -0.06
H 1.69427 1.30032 -2.96870 -0.07
H -0.65841 -2.11307 -4.21664 0.00
H 0.70325 -2.80367 -2.01699 -0.03
Gd -0.75126 -0.16649 -1.97390 7.45
Cl -0.50140 1.44166 -0.45086 -0.13
C -6.09839 -0.87558 -3.29705 0.00
C -5.83807 -2.26002 -3.32830 0.00
C -5.38283 -2.58854 -4.62090 0.00
H -5.96583 -2.95182 -2.50246 0.00
C -5.36176 -1.40700 -5.38854 0.00
C -5.80422 -0.34837 -4.57043 0.00
H -5.90091 0.69037 -4.86846 0.00
H -6.46097 -0.31388 -2.44262 0.00
H -5.09864 -3.57762 -4.96460 0.00
H -5.05863 -1.32656 -6.42708 0.00
C 0.27979 -2.63730 2.43168 -0.01
Si 1.59337 -1.53959 1.69609 0.12
C 2.83473 -1.11452 3.02983 0.01
C 2.60705 -2.59581 0.53523 0.00
Si 0.62697 0.35395 0.81695 -0.03
Si -0.68090 1.13963 2.60700 0.00
C 0.14493 1.01018 4.27773 -0.01
C -1.10050 2.95176 2.36699 0.00
C -2.29370 0.20213 2.68032 0.00
Si 2.43987 1.84990 0.63826 0.03
C 3.01181 2.47320 2.30629 0.00
C 3.93389 1.15147 -0.24300 -0.01
C 1.95519 3.39790 -0.30395 0.01
H 0.75941 -3.54497 2.85141 0.00
H -0.44631 -2.92781 1.64617 -0.02
H -0.23654 -2.10107 3.24973 0.00
H 3.22822 -2.05217 3.47119 0.00
H 3.68211 -0.56714 2.57231 -0.01
H 2.38903 -0.50515 3.83230 0.00
H 1.96989 -3.01365 -0.25819 0.00
H 3.44220 -2.01066 0.10182 0.00
H 3.03506 -3.44216 1.11008 0.00
H 1.10510 1.56097 4.28264 0.00
H -0.52422 1.45205 5.04396 0.00
H 0.31067 -0.05367 4.53135 0.00
H -1.67712 3.10102 1.43256 0.00
H -1.71568 3.30006 3.22140 0.00
H -0.16868 3.55060 2.32528 0.00
H -2.83170 0.32731 1.71885 0.00
H -2.11127 -0.87289 2.86013 0.00
H -2.91258 0.61071 3.50509 0.00
H 3.36046 1.64794 2.94939 0.00
H 3.84883 3.18564 2.15199 0.00
H 2.18125 3.01135 2.80171 0.00
H 3.69675 0.91058 -1.29721 0.01
H 4.73675 1.91635 -0.24477 0.00
H 4.29779 0.24872 0.28440 0.00
H 1.65896 3.13451 -1.33965 -0.01
H 1.11097 3.90403 0.20517 0.01
H 2.82127 4.08960 -0.34742 0.00
```

- energy above the lowest of the compared OMol25 structures with the same formula, charge and spin (kcal per mole) = 169.0
- multiplicity = 8
- HOMO (alpha / beta) (eV) = -2.64 / -1.68
- E (a.u.) = -3129.85377
- net charge = -1
- lowest unoccupied orbital energy (alpha / beta) (eV) = 1.7 / 1.3
- Kohn-Sham gap (alpha / beta) (eV) = 4.30 / 3.01